# 1
DFT (ωB97M-V/def2-TZVPD) results for a 8-piece molecular cluster, C41H61I2NO16Si overall in a non-equilibrium geometry.

The geometry in ORCA input format:
```
! wB97M-V def2-TZVPD RIJCOSX def2/J DEFGRID3
* xyz 0 1
I 0.399 -5.573 4.712
I -3.185 -3.432 5.792
Si 0.128 -2.883 2.646
O -0.772 -3.494 1.325
O -1.145 -8.956 -2.801
O 0.117 -5.388 0.806
O -2.944 1.447 -3.444
O 1.058 1.809 -7.020
O -0.080 4.169 -2.474
O 6.467 4.898 -1.200
O 1.804 4.593 -1.379
O -7.240 4.876 -1.678
O 5.044 -3.634 4.181
O 2.680 2.642 -5.719
O 3.266 -3.795 5.531
O -3.173 -9.191 -3.723
O -5.538 5.699 -0.469
O -3.260 -0.587 -2.567
O 4.733 3.833 -0.275
N -0.036 -4.304 0.414
C -1.009 -6.614 -2.647
C -0.297 1.351 -6.845
C -0.210 -0.475 0.486
C -3.776 1.399 -1.247
C -8.582 3.985 0.039
C 0.647 4.966 -1.944
C 5.460 1.602 -0.416
C 0.036 1.293 2.082
C 6.780 -3.492 5.765
C -0.565 -3.744 4.212
C 2.613 -2.646 1.182
C 1.590 2.159 -5.822
C 1.830 6.946 -1.386
C -0.389 0.917 -5.390
C 0.591 1.876 -4.719
C 4.464 2.528 0.271
C -3.324 0.602 -2.455
C 6.470 -3.781 4.301
C -0.410 -7.916 -2.134
C 0.160 1.867 3.473
C -0.046 1.805 -0.297
C -7.551 4.932 0.653
C -3.027 2.816 -2.989
C -4.015 2.790 -1.833
C -2.588 -5.210 3.447
C -2.088 -3.880 3.976
C 1.947 -3.204 2.480
C -2.463 -7.010 -2.893
C -0.175 0.446 -0.557
C 4.453 -3.793 5.392
C -0.106 -0.083 1.818
C -6.632 5.218 -0.520
C -0.169 -1.060 2.975
C 5.995 3.889 -0.768
C -2.351 -8.491 -3.213
C 5.513 -3.991 6.458
C -8.583 4.426 -1.419
C 0.426 6.454 -1.754
C 0.066 2.207 1.025
C 6.654 2.530 -0.641
C 2.423 5.712 -0.720
H 0.050 1.131 4.257
H -2.096 -5.495 2.523
H -0.885 -5.783 -1.956
H 3.494 5.641 -0.834
H -0.029 -0.109 -5.288
H 6.954 -3.086 3.619
H 2.450 -2.759 3.332
H 1.083 1.429 -3.859
H -0.972 2.179 -7.074
H -0.539 -8.035 -1.056
H 0.123 2.816 -4.427
H -2.914 -6.473 -3.721
H -8.226 2.956 0.113
H -3.078 -6.896 -1.999
H 7.695 -3.967 6.110
H 3.107 -3.461 0.660
H 1.915 -2.215 0.472
H 0.646 -8.020 -2.373
H -3.649 -5.104 3.227
H -9.566 4.033 0.501
H -9.265 5.258 -1.602
H 6.881 -2.416 5.916
H -3.355 3.444 -3.815
H 1.165 2.277 3.576
H 7.328 2.552 0.217
H -8.821 3.619 -2.108
H -0.541 -6.338 -3.593
H -0.281 0.091 -1.571
H -2.034 3.136 -2.678
H 5.688 0.712 0.169
H -0.526 2.693 3.622
H -1.391 0.955 -4.969
H -3.868 3.604 -1.126
H 0.616 -0.795 3.682
H 4.610 2.571 1.353
H -0.486 0.541 -7.544
H 3.429 2.267 0.062
H -2.418 -3.116 3.280
H 5.267 -3.425 7.351
H 2.386 7.178 -2.295
H -0.326 -1.518 0.237
H 0.156 3.263 1.247
H -2.970 1.395 -0.510
H -0.457 -3.019 5.011
H -7.997 5.871 0.980
H 0.040 6.904 -2.664
H 2.189 -4.259 2.539
H 6.736 -4.800 4.014
H 5.566 -5.054 6.697
H -4.672 0.959 -0.817
H -0.287 6.596 -0.940
H 5.060 1.280 -1.378
H 7.212 2.291 -1.542
H 2.177 5.661 0.344
H -0.048 2.504 -1.117
H 3.400 -1.943 1.430
H -6.998 4.479 1.471
H -1.100 -0.947 3.534
H 1.845 7.827 -0.748
H -2.520 -5.989 4.194
H -5.035 2.860 -2.216
*
```

Computed properties:
Kohn-Sham gap = 8.6 eV
Highest occupied orbital energy = -8.92 eV

=====

# 2
DFT (ωB97M-V/def2-TZVPD) results for a 3-piece molecular cluster, C26H36O6 overall.

The geometry in ORCA input format:
```
! wB97M-V def2-TZVPD RIJCOSX def2/J DEFGRID3
* xyz 0 1
O 6.373 0.518 -3.287
O 2.438 2.671 0.065
O -2.442 2.725 -1.587
O -7.911 -1.660 2.523
O -2.899 0.764 3.023
O 4.167 -0.138 -0.980
C 1.255 2.183 0.529
C 6.481 -1.821 -4.049
C -3.415 0.234 0.764
C -7.781 -3.004 4.590
C -7.066 -2.369 3.409
C -8.579 -0.538 3.074
C -4.329 -0.782 1.003
C -4.080 0.310 -1.558
C 1.115 1.680 1.825
C -1.222 1.278 1.423
C -2.551 0.768 1.862
C -0.121 1.236 2.270
C 4.753 -1.664 0.814
C 5.711 -0.512 -4.000
C -1.078 1.802 0.132
C 7.599 1.462 -5.202
C -2.288 1.863 -0.748
C -7.644 0.545 3.585
C 4.125 1.278 -1.016
C 7.638 0.913 -3.786
C 3.615 1.896 0.291
C 0.151 2.261 -0.313
C 5.242 -0.683 -0.239
C -3.287 0.777 -0.517
C -4.979 -0.719 -1.318
C -5.103 -1.262 -0.044
H 1.966 1.646 2.493
H 6.750 -2.144 -3.042
H -8.192 -2.256 5.270
H 5.867 -2.595 -4.509
H -9.273 -0.851 3.862
H -4.436 -1.186 2.002
H 3.459 1.536 -1.838
H 5.531 -1.861 1.553
H 4.366 2.559 0.724
H 8.582 1.845 -5.478
H 5.826 0.111 0.238
H -6.246 -1.728 3.754
H 5.125 1.653 -1.253
H 5.459 -0.179 -5.013
H 4.462 -2.616 0.369
H -6.618 -3.153 2.797
H 6.875 2.274 -5.276
H 0.251 2.676 -1.307
H 7.327 0.697 -5.931
H -9.184 -0.146 2.256
H 3.431 1.092 1.004
H -0.225 0.858 3.279
H -3.974 0.767 -2.533
H -6.940 0.842 2.806
H -7.083 -3.618 5.159
H -5.590 -1.095 -2.128
H -5.819 -2.055 0.128
H 7.400 -1.739 -4.633
H 4.773 -0.657 -3.464
H 5.915 -1.198 -0.932
H 7.980 1.689 -3.100
H -8.601 -3.634 4.244
H -7.067 0.217 4.451
H 8.355 0.087 -3.716
H 3.880 -1.270 1.338
H -8.219 1.421 3.886
*
```

Computed properties:
Kohn-Sham gap = 8.4 eV
Highest occupied orbital energy = -8.91 eV

=====

# 3
DFT (ωB97M-V/def2-TZVPD) results for an isolated ion of composition C3H9N4 and charge +1 in a non-equilibrium geometry.

The geometry in ORCA input format:
```
! wB97M-V def2-TZVPD RIJCOSX def2/J DEFGRID3
* xyz 1 1
N 1.731 -2.479 0.521
N -0.532 0.547 0.480
N 1.653 -0.198 -0.146
N -0.703 -0.761 0.673
C -1.725 1.071 -0.178
C 0.646 0.717 -0.523
C 1.317 -1.362 0.335
H -1.879 2.088 -0.102
H -0.993 -1.223 -0.202
H -2.604 0.580 0.299
H 0.209 0.606 -1.498
H 2.676 0.089 0.021
H -1.668 0.863 -1.303
H 0.995 -3.216 0.677
H -0.256 1.025 1.410
H 1.133 1.654 -0.465
*
```

Computed properties:
Kohn-Sham gap = 10.0 eV
Energy above the lowest of the compared OMol25 structures with the same formula, charge and spin = 114.0 kcal/mol
Highest occupied orbital energy = -13.84 eV

=====

# 4
DFT (ωB97M-V/def2-TZVPD) results for C19H28MnNP2 as an isolated structure in a non-equilibrium geometry.

The geometry in ORCA input format:
```
! wB97M-V def2-TZVPD RIJCOSX def2/J DEFGRID3
* xyz 3 4
Mn 0.337 -0.554 0.560
P -0.903 -0.881 -1.472
P -0.242 1.710 0.052
N 0.697 -2.427 0.732
C 2.666 1.527 3.555
C 1.128 2.595 -0.770
C -1.788 0.630 -1.977
C -1.478 1.807 -1.295
C -2.966 3.029 -2.718
C 1.347 0.417 1.895
C 2.802 0.326 4.235
C 0.781 -2.137 2.170
C -2.704 0.650 -3.026
C -2.157 -2.183 -1.635
C -0.020 -3.682 0.530
C 1.463 -0.811 2.566
C -3.263 1.859 -3.402
C -0.986 2.755 1.342
C -2.054 3.014 -1.672
C 2.204 -0.824 3.751
C 1.999 -2.375 0.063
C 1.933 1.566 2.374
C 0.261 -1.146 -2.863
H -2.608 -2.084 -2.622
H 1.960 2.811 -0.107
H -1.019 3.789 0.989
H -3.916 1.891 -4.265
H 1.960 -2.905 -0.891
H -2.965 -0.251 -3.565
H 0.581 -2.186 -2.912
H 2.792 -2.832 0.664
H 0.746 3.532 -1.177
H 0.434 -4.491 1.111
H -2.937 -2.060 -0.885
H -0.256 -0.902 -3.794
H 1.496 1.978 -1.594
H 3.378 0.290 5.151
H -0.242 -2.171 2.602
H 1.347 -2.942 2.668
H 1.137 -0.498 -2.772
H -1.059 -3.589 0.856
H 2.323 -1.309 -0.149
H 0.000 -3.990 -0.512
H -2.007 2.412 1.526
H -3.445 3.957 -2.993
H -0.437 2.723 2.279
H -1.735 -3.180 -1.562
H 1.828 2.519 1.880
H -1.828 3.935 -1.156
H 3.116 2.435 3.927
H 2.296 -1.747 4.309
*
```

Computed properties:
Kohn-Sham gap (spin up / spin down) = 5.6 / 7.3 eV
Energy above the lowest of the compared OMol25 structures with the same formula, charge and spin = 8.6 kcal/mol
Highest occupied orbital energy (spin up / spin down) = -18.64 / -18.65 eV

=====

# 5
DFT (ωB97M-V/def2-TZVPD) results for an isolated molecule of CH3PS in a non-equilibrium geometry.

The geometry in ORCA input format:
```
! wB97M-V def2-TZVPD RIJCOSX def2/J DEFGRID3
* xyz 0 1
S -2.789 0.730 0.268
P -0.969 -0.804 -0.389
C 0.683 -0.064 0.024
H 1.250 -0.844 0.577
H 1.240 -0.054 -1.002
H 0.585 1.036 0.521
*
```

Computed properties:
Kohn-Sham gap (spin up / spin down) = 6.5 / 6.5 eV
Energy above the lowest of the compared OMol25 structures with the same formula, charge and spin = 53.9 kcal/mol
Highest occupied orbital energy (spin up / spin down) = -8.81 / -8.81 eV

=====

# 6
DFT (ωB97M-V/def2-TZVPD) results for a 13-piece molecular cluster, C3H30N2O15 overall in a non-equilibrium geometry.

The geometry in ORCA input format:
```
! wB97M-V def2-TZVPD RIJCOSX def2/J DEFGRID3
* xyz 1 2
O 2.172 0.006 3.023
O 3.579 1.381 0.103
O 1.465 3.470 1.491
O -1.224 0.702 -3.417
O -0.690 3.881 -1.444
O -2.120 -1.812 0.870
O 1.253 2.526 -2.215
O 3.263 -2.600 1.805
O -0.481 -0.170 2.472
O 0.843 -2.865 2.871
O 1.015 -0.329 0.010
O -3.661 -0.725 -0.341
O -2.996 2.110 -1.600
O -2.366 -4.631 0.546
O -1.136 1.722 0.478
N 1.265 -0.317 -2.206
N -1.684 -1.481 -1.291
C -0.353 -1.907 -1.133
C 0.607 -0.639 -1.112
C -2.602 -1.272 -0.267
H -1.438 0.858 -4.354
H 0.725 -0.341 -3.077
H 1.567 0.371 2.377
H 1.672 -2.784 2.340
H -1.815 -0.959 -2.166
H -1.575 3.521 -1.597
H 1.656 2.579 1.186
H -0.186 -2.604 -1.957
H -3.826 2.067 -1.087
H -1.760 1.466 -3.104
H 3.126 0.620 0.494
H -2.824 -1.689 1.531
H 3.128 1.444 -0.746
H -0.286 -1.094 2.718
H -2.338 -3.673 0.522
H -1.608 -4.948 1.051
H 2.860 -2.453 0.934
H 1.854 0.513 -2.277
H 1.560 -0.303 3.702
H 2.254 3.828 1.902
H -2.540 1.644 -0.859
H 0.313 2.917 -2.298
H -0.185 -2.427 -0.207
H -0.163 -0.123 1.553
H 3.300 -1.653 2.044
H 1.543 2.957 -1.403
H -1.065 1.627 1.435
H -0.334 1.446 0.025
H -0.582 3.925 -0.484
H 0.817 -3.783 3.162
*
```

Computed properties:
Kohn-Sham gap (spin up / spin down) = 10.1 / 4.8 eV
Highest occupied orbital energy (spin up / spin down) = -14.21 / -14.21 eV

=====

# 7
DFT (ωB97M-V/def2-TZVPD) results for C11H30Mg2N2O14S5 as an isolated structure in a non-equilibrium geometry.

The geometry in ORCA input format:
```
! wB97M-V def2-TZVPD RIJCOSX def2/J DEFGRID3
* xyz 0 1
S -1.837 2.511 -4.478
S 4.144 -1.542 1.216
S -2.707 0.510 4.876
S 1.567 -2.567 -2.393
S 2.845 2.635 -1.795
Mg -0.817 -0.749 2.429
Mg 1.489 -0.005 -0.370
O 2.311 1.802 3.490
O -1.768 0.175 0.961
O -2.547 -4.414 2.735
O 1.831 -1.189 -1.814
O 1.844 1.225 1.466
O -0.307 0.549 -0.781
O -3.866 -2.938 1.845
O -2.982 2.497 -5.435
O 0.039 -0.895 0.645
O 0.445 0.774 3.072
O 3.031 -0.830 0.535
O -1.974 -0.361 3.872
O 2.339 1.268 -1.430
O -1.799 -2.431 2.266
N 1.505 1.320 2.670
N -2.752 -3.279 2.285
C -3.965 -0.607 5.563
C 1.385 -2.454 -4.208
C -1.386 0.763 -4.278
C 1.515 3.769 -1.338
C 3.496 -3.070 1.923
C 4.351 -0.670 2.812
C -2.652 2.654 -2.836
C -0.165 -2.948 -2.001
C -0.900 -0.156 0.096
C 2.603 2.816 -3.598
C -3.832 1.536 3.856
H 5.128 -1.105 3.439
H 1.359 3.935 -0.271
H -0.796 -2.248 -2.555
H 3.348 3.519 -3.974
H 4.537 0.394 2.693
H -3.314 1.803 -2.680
H -3.202 2.164 3.227
H 1.613 3.118 -3.938
H -0.540 0.650 -3.600
H -4.541 -0.147 6.366
H 0.531 3.453 -1.693
H -0.404 -2.774 -0.952
H -2.152 0.148 -3.793
H -4.376 0.843 3.218
H 1.700 4.757 -1.768
H -1.999 2.790 -1.976
H -4.442 2.192 4.474
H 2.406 -2.457 -4.584
H -3.352 3.489 -2.927
H 0.767 -1.624 -4.535
H 2.611 -2.922 2.543
H 0.987 -3.444 -4.437
H -0.430 -3.960 -2.303
H -4.743 -0.778 4.811
H -3.548 -1.592 5.750
H 4.216 -3.532 2.604
H 3.331 -3.782 1.118
H -1.383 0.330 -5.279
H 2.835 1.881 -4.110
H 3.371 -0.802 3.273
*
```

Computed properties:
Kohn-Sham gap = 8.2 eV
Energy above the lowest of the compared OMol25 structures with the same formula, charge and spin = 0.0 kcal/mol
Highest occupied orbital energy = -8.13 eV

=====

# 8
DFT (ωB97M-V/def2-TZVPD) results for C32H35ClIrN3O7P as an isolated structure.

The geometry in ORCA input format:
```
! wB97M-V def2-TZVPD RIJCOSX def2/J DEFGRID3
* xyz 0 2
Ir -1.154 -0.142 0.166
Cl -5.090 -6.286 1.159
P 0.550 0.583 1.351
O 1.111 1.987 0.835
O 0.021 -0.547 -2.160
O -2.825 0.681 1.479
O -2.671 -0.932 -1.127
O 1.898 -0.286 1.282
O 0.469 0.725 2.948
O -1.111 -1.999 1.100
N -1.233 1.599 -0.911
N -0.603 1.708 -2.110
N 5.723 -3.885 -1.027
C -3.939 -4.986 1.103
C -0.730 1.082 3.656
C -3.331 -1.952 -0.885
C 2.418 -0.491 -1.867
C -2.602 2.891 0.613
C 2.186 2.666 1.511
C 1.641 3.802 2.347
C 1.120 2.228 -4.311
C 0.015 0.747 -2.657
C -2.868 -4.978 2.013
C 3.582 -1.196 -1.633
C 0.856 -0.106 -4.847
C 1.901 1.381 -6.420
C -1.945 -3.971 1.991
C -3.126 1.900 1.466
C 1.462 0.112 -6.073
C 3.408 -1.855 2.263
C 0.678 0.953 -3.957
C 4.754 -3.304 -1.239
C 1.984 -1.618 1.818
C 1.220 -1.184 -1.983
C 1.727 2.438 -5.536
C 1.171 -2.568 -1.856
C -2.031 -2.894 1.063
C -3.126 -2.923 0.143
C 2.336 -3.267 -1.611
C -0.400 1.095 5.130
C 3.547 -2.583 -1.502
C -1.496 4.004 -1.296
C -1.773 2.752 -0.505
C -4.144 2.349 2.490
C -4.062 -3.984 0.188
H 1.285 -1.718 2.651
H -0.121 0.098 5.472
H -3.698 3.081 3.165
H 4.097 -1.748 1.426
H 2.380 1.547 -7.376
H -4.881 -3.991 -0.519
H -1.961 4.857 -0.811
H 0.510 -1.097 -4.587
H -1.511 0.361 3.416
H -1.875 3.914 -2.313
H 3.691 -1.146 3.041
H 0.977 3.043 -3.616
H 1.679 -2.313 1.032
H 1.590 -0.714 -6.760
H 2.749 1.953 2.115
H -1.121 -3.958 2.691
H 3.511 -2.865 2.662
H -1.268 1.425 5.702
H -4.174 -2.155 -1.558
H 1.016 3.421 3.153
H 4.522 -0.672 -1.531
H 2.430 0.588 -1.937
H 1.042 4.474 1.731
H -4.491 1.492 3.061
H 2.071 3.429 -5.802
H -1.064 2.069 3.318
H -2.784 -5.779 2.735
H 0.428 1.773 5.336
H 2.461 4.371 2.787
H 2.315 -4.343 -1.501
H -0.421 4.170 -1.371
H 2.843 3.037 0.723
H 0.217 -3.070 -1.934
H -2.965 3.892 0.796
H -4.993 2.829 2.002
*
```

Computed properties:
Kohn-Sham gap (spin up / spin down) = 7.2 / 7.3 eV
Energy above the lowest of the compared OMol25 structures with the same formula, charge and spin = 0.0 kcal/mol
Highest occupied orbital energy (spin up / spin down) = -7.25 / -7.44 eV